[1]
Molecular formula: C26H36N3PdSi2
Method: DFT, wB97M-V/def2-TZVPD

```
68
Properties=species:S:1:pos:R:3:forces:R:3:mulliken_charge:R:1
Pd -1.122634 -0.049951 0.541231 0.222 0.075 -0.120 -0.354
Si -0.914042 -2.315854 0.769529 0.048 -0.113 -0.060 0.637
Si -3.112248 -0.725024 -0.369375 -0.028 -0.019 0.052 0.788
N 3.097794 0.493973 0.060668 -0.039 0.064 0.151 0.426
N -1.144847 2.285263 0.250339 -0.087 -0.023 0.075 0.606
N 0.718856 0.825842 1.546771 -0.117 -0.173 -0.137 0.826
C -3.437755 -2.592554 -0.376322 0.062 -0.052 0.037 0.228
C 1.703216 -0.516283 3.353656 0.038 -0.065 -0.040 0.194
C -2.561374 -4.730960 0.326270 0.002 0.010 -0.025 -0.660
C 0.514687 -2.951875 -0.307306 0.057 -0.022 0.035 -1.170
C -0.025235 2.711427 -0.605413 -0.035 -0.042 -0.099 -1.319
C -2.416344 -3.343965 0.218823 -0.054 0.032 -0.044 0.312
C 2.747057 -1.265361 3.878448 -0.048 -0.001 0.039 -0.861
C 3.898033 -1.458450 3.136527 0.007 0.032 -0.067 -0.952
C -0.086317 3.316237 4.195292 -0.048 0.006 -0.085 -0.764
C -0.858263 2.616865 1.630473 0.070 0.131 -0.007 0.672
C 1.765940 0.077156 2.089787 0.032 0.090 -0.089 -1.334
C -3.695800 -5.365033 -0.157603 -0.013 0.034 -0.007 -0.631
C 2.953618 -0.126516 1.336818 -0.072 0.051 -0.048 0.453
C -4.576186 -3.241087 -0.864203 0.007 -0.011 0.003 -0.414
C -3.415942 -0.202435 -2.172041 0.017 0.008 -0.036 -1.319
C -1.145700 3.985664 3.603992 0.042 -0.069 -0.001 -0.991
C -1.507999 3.632213 2.300781 0.078 0.057 0.092 -0.130
C -0.503027 -2.968692 2.496200 -0.060 0.025 0.075 -1.111
C 0.182212 1.861125 2.251722 0.107 -0.207 0.166 0.412
C 2.292873 -0.098836 -0.990193 0.037 0.012 -0.112 -0.972
C -4.707366 -4.617271 -0.757751 0.028 -0.006 0.016 -0.650
C -4.586593 -0.050437 0.622373 -0.101 0.000 0.028 -1.357
C 0.569747 2.283814 3.536746 -0.046 0.221 0.123 -0.886
C 4.452571 0.706032 -0.385645 0.030 0.035 -0.035 -1.298
C -2.365306 2.884902 -0.267827 -0.025 -0.029 0.040 -1.454
C 3.985076 -0.894180 1.868371 0.012 -0.050 0.097 -0.137
H 0.792924 -0.389881 3.925033 -0.024 -0.006 0.006 0.705
H 1.379074 1.773963 4.038975 0.009 0.057 -0.028 0.475
H 4.719681 -2.046008 3.527442 0.001 0.001 -0.002 0.382
H -1.678827 4.770090 4.125390 0.011 0.000 0.001 0.370
H 4.434757 1.382289 -1.243757 0.002 -0.007 0.004 0.290
H -2.306012 4.176727 1.813454 0.002 -0.014 0.024 0.381
H 0.236042 3.582814 5.196055 -0.016 0.020 0.000 0.366
H 4.883516 -1.051192 1.285672 -0.005 -0.009 0.015 0.334
H -2.644166 -0.625163 -2.820097 -0.009 0.013 -0.002 0.298
H 4.963329 -0.218656 -0.707981 -0.001 0.016 -0.004 0.417
H -4.385050 -0.581041 -2.513960 0.003 0.000 0.004 0.359
H 1.273733 -0.246253 -0.648765 -0.122 -0.008 0.053 -0.036
H 0.901329 2.289270 -0.228366 0.049 -0.043 0.014 0.270
H 0.463354 -2.611851 2.852094 -0.023 -0.026 -0.036 0.203
H 2.648728 -1.707268 4.863340 -0.006 0.005 -0.002 0.369
H -0.464823 -4.062416 2.448260 0.002 -0.002 0.028 0.369
H 1.476387 -2.559616 0.037644 -0.078 -0.045 0.001 0.158
H -1.779239 -5.326842 0.788960 -0.006 0.006 -0.004 0.285
H 5.041198 1.167171 0.407164 0.017 0.005 -0.002 0.411
H 2.270269 0.570056 -1.854441 0.024 0.015 -0.014 0.450
H 0.035955 3.808848 -0.617455 0.016 -0.009 -0.005 0.322
H -3.798904 -6.441150 -0.071025 0.001 0.000 0.001 0.379
H -4.521796 -0.420940 1.648371 -0.016 0.008 -0.004 0.281
H 2.703266 -1.069892 -1.315000 -0.034 0.041 -0.006 0.374
H -5.374356 -2.667142 -1.328470 0.009 -0.008 0.006 0.283
H -5.520989 -0.425899 0.190102 -0.010 0.029 0.018 0.379
H -4.650606 1.038867 0.669285 0.030 -0.031 -0.038 0.299
H 0.557207 -4.045378 -0.260393 -0.005 0.003 0.005 0.506
H 0.381233 -2.660730 -1.352000 0.020 -0.009 0.003 0.265
H -2.512869 2.531819 -1.285315 -0.021 -0.016 -0.031 0.194
H -1.264213 -2.689944 3.229472 0.008 -0.001 -0.015 0.288
H -0.204009 2.353004 -1.621106 0.032 -0.015 0.004 0.356
H -3.221164 2.590489 0.334791 0.012 -0.002 0.025 0.343
H -2.303534 3.982440 -0.292070 -0.003 -0.003 -0.018 0.425
H -3.416939 0.879503 -2.309623 0.002 0.034 -0.016 0.290
H -5.594949 -5.113018 -1.135785 0.006 0.000 0.002 0.369
```
Positions in Å, forces in eV/Å.

## Properties
E_HOMO in eV: -3.72
Total charge: -1
Energy above the lowest of the compared OMol25 structures with the same formula, charge and spin in eV: 0.114
Molecular weight in g/mol: 553.19
Total energy in eV: -51255.4448
Spin multiplicity: 1


[2]
Molecular formula: C2H7N4
Method: DFT, wB97M-V/def2-TZVPD

```
13
Properties=species:S:1:pos:R:3:forces:R:3:mulliken_charge:R:1
N -1.302048 -0.282305 0.667624 -0.276 -0.007 0.020 -0.454
N 2.080153 -0.477452 0.276977 -0.952 -2.107 -0.557 -0.120
N 0.615590 -1.264602 -0.257870 1.379 0.922 0.926 -0.541
N 1.850755 0.666106 0.242356 0.926 1.061 0.598 0.063
C -0.221773 -0.188488 -0.469368 -0.186 0.219 0.011 0.179
C 0.602718 1.132226 -0.223097 -1.078 -0.100 -0.623 -0.516
H -0.816420 -0.441154 1.562845 -0.156 0.067 -0.288 0.340
H -1.878399 -1.113325 0.491706 0.138 0.134 0.088 0.374
H -0.786436 -0.146475 -1.404417 0.070 -0.066 0.155 0.407
H 0.849330 -1.916194 -0.987913 -0.009 0.074 -0.351 0.288
H 0.780980 1.690561 -1.145963 -0.112 -0.044 0.076 0.306
H 0.152842 1.810226 0.505426 0.053 0.018 -0.068 0.326
H -1.927298 0.530874 0.741692 0.202 -0.173 0.012 0.349
```
Positions in Å, forces in eV/Å.

## Properties
E_HOMO in eV: -14.44
Total charge: +1
Energy above the lowest of the compared OMol25 structures with the same formula, charge and spin in eV: 3.312
Molecular weight in g/mol: 87.11
Total energy in eV: -8138.9349
Spin multiplicity: 1


Q: What is the total charge in the second record?
A: +1


Q: Which of these has the highest total energy?
A: C2H7N4


Q: Which formula does entry 1 have?
A: C26H36N3PdSi2